Entry 1:
# C6H11F3N2O6

A 3-piece molecular cluster, C6H11F3N2O6 overall (the ωB97M-V functional and the def2-TZVPD basis, the OMol25 dataset).

Each line ends with the natural charge from an NBO analysis.
Element x y z (Å)
1 C 3.106643 0.784224 -2.668295  0.902
2 O 2.081782 1.305587 -0.586709  -0.555
3 H 1.550159 -0.581884 0.796495  0.195
4 O -3.136476 1.579889 -1.379965  -0.361
5 O 2.673413 -0.904418 -0.927544  -0.502
6 H -3.393820 -1.664905 0.789238  0.236
7 H 2.904515 -1.527483 2.469555  0.224
8 H -1.625524 3.037596 -0.201197  0.228
9 O -1.389121 0.464904 -1.910033  -0.403
10 H -0.991902 1.399736 0.428051  0.230
11 H -3.147500 0.102723 1.303415  0.229
12 F 3.669982 -0.223377 -3.264667  -0.282
13 O -4.039435 -1.750672 3.217068  -0.349
14 H 1.485425 -2.214686 0.166473  0.204
15 N -1.989949 1.321440 -1.303027  0.542
16 H 4.133708 -0.977161 1.454303  0.228
17 C -1.135788 2.085731 -0.406698  -0.492
18 H -0.190452 2.290445 -0.909217  0.256
19 H -4.601590 -0.381063 0.512525  0.243
20 C -3.823324 -0.744065 1.183813  -0.496
21 F 4.043445 1.740310 -2.501413  -0.306
22 F 2.067781 1.257912 -3.374216  -0.301
23 N -4.502729 -0.976943 2.482189  0.540
24 C 2.152595 -1.372189 0.348633  -0.076
25 O -5.453851 -0.268496 2.794478  -0.405
26 C 3.258453 -1.626705 1.443403  -0.648
27 C 2.546556 0.439974 -1.304872  0.703
28 H 3.747002 -2.596425 1.348217  0.214

Force components x, y, z for each atom (eV/Å):
-0.16 0.65 0.69
0.61 -1.33 -1.34
-0.23 0.13 -0.40
-2.71 0.31 -0.18
0.06 1.59 -1.05
0.19 0.24 0.42
-0.62 -0.19 -0.21
-0.06 -0.35 0.50
-0.18 -1.06 -0.68
0.17 0.56 0.27
0.24 -0.40 0.24
0.21 -0.77 -0.84
1.99 -3.24 2.15
0.48 -0.10 -0.18
2.54 -0.08 -0.37
-0.34 0.66 -0.69
0.39 0.95 0.38
-0.08 -0.34 0.13
0.07 -0.13 -0.05
-1.05 0.52 -1.00
-0.51 -0.06 -0.32
0.59 0.03 -0.35
-1.51 2.88 -0.79
0.67 1.46 1.50
0.06 0.14 -0.99
0.43 -0.57 -0.74
-0.86 -1.19 3.98
-0.40 -0.29 -0.06

For the energy, the calculation gives -1095.56267 Eh. Its structure (SMILES) is CCOC(=O)C(F)(F)F.C[N+](=O)[O-].C[N+](=O)[O-]. For the HOMO energy, the calculation gives -11.0 eV. As for the LUMO energy: 0.0043 Eh.



Entry 2:
# C3H8NO3

A 2-piece molecular cluster, C3H8NO3 overall (the ωB97M-V functional and the def2-TZVPD basis, the OMol25 dataset).

Each line ends with the natural charge from an NBO analysis.
Element x y z (Å)
1 H -0.767316 -0.140064 1.844655  0.443
2 H 2.893533 -0.008729 1.592971  0.163
3 O -0.195235 -0.854050 -2.527502  -0.664
4 H -0.446877 1.436725 1.499888  0.452
5 H -2.155090 -1.399357 -2.786413  0.139
6 C 1.851527 0.299916 1.764479  0.417
7 O -1.837409 -0.088979 -1.269316  -0.631
8 N -0.471762 0.495759 1.102734  -0.679
9 H -1.173195 0.456919 0.343781  0.482
10 H 0.861097 -0.932988 0.297072  0.253
11 C -1.477290 -0.783737 -2.179117  0.677
12 C 0.876586 0.106083 0.623656  -0.341
13 H 1.147340 0.715955 -0.238898  0.263
14 H -0.085516 -1.441272 -3.290211  0.511
15 O 1.492103 0.800456 2.789722  -0.485

Force components x, y, z for each atom (eV/Å):
-0.04 0.15 0.13
-0.03 -0.06 -0.06
0.00 -0.11 -0.01
0.02 -0.03 0.15
-0.06 0.11 0.07
0.29 0.13 -0.16
-0.05 -0.01 0.34
-0.23 -0.01 0.01
0.14 -0.10 -0.32
-0.06 -0.01 -0.02
0.03 -0.05 -0.31
0.09 -0.13 -0.13
-0.01 0.02 0.03
0.08 0.05 0.02
-0.17 0.05 0.26

For the energy, the calculation gives -399.34241 Eh. As for the charge: +1. For the relative energy (zero: lowest compared OMol25 entry of this formula, charge and spin), the calculation gives 5.55 kcal per mole. For the HOMO energy, the calculation gives -14.8 eV. As for the LUMO energy: -0.1183 Eh.



Entry 3:
# C9H16N2Si

The molecule C9H16N2Si (the ωB97M-V functional and the def2-TZVPD basis, the OMol25 dataset).

Each line ends with the natural charge from an NBO analysis.
Element x y z (Å)
1 H 2.036676 -3.925199 1.545116  0.210
2 H -1.609588 2.744351 1.356979  0.241
3 H -1.412190 0.993233 1.683742  0.251
4 H -0.191834 3.690599 -1.100788  0.247
5 H 1.152399 3.697848 0.051750  0.247
6 H 1.447278 2.979280 -1.342775  0.246
7 N 0.700286 0.151523 0.009744  -0.671
8 C 0.588411 3.101290 -0.724168  -1.155
9 C 0.439404 -1.177774 0.361769  0.185
10 H -1.518804 -1.163884 -0.219049  0.210
11 C -1.184013 1.158336 -2.044358  -1.088
12 H 2.206233 1.720884 0.127518  0.362
13 H -2.094637 -3.343778 0.715592  0.212
14 H -2.660211 1.814168 0.724972  0.244
15 C 1.554710 -1.953521 0.743389  -0.267
16 H 2.518917 -1.497722 0.596803  0.231
17 C -1.024526 -2.960740 0.632012  -0.172
18 H 2.602308 0.314956 -0.593152  0.340
19 Si -0.339321 1.542541 -0.378329  1.780
20 C -0.794396 -1.660307 0.294783  -0.307
21 N 2.185168 0.651054 0.239851  -0.655
22 H -0.603143 1.067177 -2.882249  0.230
23 H -1.647074 0.245915 -1.949002  0.224
24 C -0.007051 -3.764204 1.077260  -0.267
25 C 1.315852 -3.248165 1.095420  -0.182
26 H -1.949186 1.984991 -2.191267  0.222
27 C -1.669893 1.719734 0.949275  -1.131
28 H -0.041778 -4.882585 1.219163  0.214

Force components x, y, z for each atom (eV/Å):
0.45 0.27 -0.54
0.88 -0.28 0.43
-0.30 -0.47 0.88
-0.75 1.27 -1.01
-1.29 -0.61 0.08
0.03 -0.32 -1.62
1.96 2.70 0.13
2.02 0.13 2.48
4.01 2.34 0.09
-2.18 1.73 -0.80
-1.01 3.13 2.36
-0.47 -2.30 0.33
1.51 0.47 -0.64
-2.84 -1.00 -1.16
-0.53 0.15 -0.46
0.18 -0.27 0.61
-2.25 -2.14 1.23
0.86 -0.29 -1.02
-0.83 -1.56 -0.79
-0.67 -1.57 0.15
-2.44 0.78 0.33
1.82 0.17 -2.06
-1.58 -2.09 0.30
1.63 -1.40 -0.26
-1.03 -0.98 0.83
0.66 -1.07 -0.05
2.81 1.77 -0.03
-0.67 1.48 0.22

For the energy, the calculation gives -751.48320 Eh. Its structure (SMILES) is C[Si](C)(C)N(N)c1ccccc1. For the relative energy (zero: lowest compared OMol25 entry of this formula, charge and spin), the calculation gives 18.95 kcal per mole. For the HOMO energy, the calculation gives -7.6 eV. As for the LUMO energy: 0.0268 Eh.



Entry 4:
# C3H6NO2S2

A 2-piece molecular cluster, C3H6NO2S2 overall (the ωB97M-V functional and the def2-TZVPD basis, the OMol25 dataset).

Each line ends with the Mulliken spin population.
Element x y z (Å)
1 H -1.097850 -1.318948 -0.385636  0.068
2 O -4.244477 0.962461 -0.823608  0.162
3 C -0.121179 1.190502 -0.000870  -0.062
4 C -0.171771 -0.728297 -0.729494  -0.059
5 H -0.873290 1.496699 0.782460  0.046
6 N -0.713961 0.541522 -1.111327  0.882
7 H 0.330114 2.088122 -0.456824  0.059
8 O -2.939776 1.020304 1.224499  0.135
9 C 0.614662 -0.160669 0.418463  0.020
10 S -3.326802 -1.605556 0.102130  0.275
11 H 0.355836 -1.370392 -1.285785  0.036
12 S -3.159790 0.422483 -0.044125  0.435
13 H 1.757728 -0.343524 0.503319  0.003
14 H 0.349736 -0.316418 1.437418  0.000

Force components x, y, z for each atom (eV/Å):
1.15 0.40 -0.24
-1.10 0.78 -0.81
0.71 0.41 0.75
-3.16 0.40 3.38
0.78 -0.10 -0.78
0.28 -0.61 -2.16
0.56 -0.02 0.82
0.46 1.52 2.97
2.16 1.77 1.07
-0.27 -0.06 0.09
1.80 -1.97 -3.20
-0.96 -2.42 -1.70
-1.56 0.82 -0.94
-0.84 -0.92 0.74

For the energy, the calculation gives -1119.40724 Eh. As for the charge: -1. Its spin multiplicity is 3. For the relative energy (zero: lowest compared OMol25 entry of this formula, charge and spin), the calculation gives 0.33 kcal per mole. For the HOMO energy (alpha / beta), the calculation gives -3.0 / -4.0 eV. As for the LUMO energy (alpha / beta): 0.1368 / 0.0948 Eh.



Entry 5:
# CH4FINP

A 2-piece molecular cluster, CH4FINP overall (the ωB97M-V functional and the def2-TZVPD basis, the OMol25 dataset).

Each line ends with the natural charge from an NBO analysis.
Element x y z (Å)
1 H 1.866296 0.153279 0.144153  0.298
2 C 0.530617 -1.078956 -0.705869  -0.494
3 H 0.101149 -0.326618 -1.387106  0.204
4 H 1.259613 -1.628217 -1.324289  0.213
5 H -0.248838 -1.772581 -0.384878  0.196
6 F -0.992518 2.723573 0.205693  -0.600
7 N 1.159368 -0.528709 0.421045  -0.430
8 P -0.823364 1.865663 1.574386  0.755
9 I -2.852324 0.592567 1.456865  -0.142

Force components x, y, z for each atom (eV/Å):
-0.04 0.03 -0.21
-0.39 -0.32 -0.77
-0.02 -0.03 0.11
-0.03 -0.04 0.04
-0.01 0.03 -0.18
0.15 -0.25 0.47
0.33 0.48 1.10
0.03 0.19 -0.60
-0.03 -0.10 0.03

For the energy, the calculation gives -834.10135 Eh. For the relative energy (zero: lowest compared OMol25 entry of this formula, charge and spin), the calculation gives 69.18 kcal per mole. For the HOMO energy (alpha / beta), the calculation gives -9.9 / -8.2 eV. As for the LUMO energy (alpha / beta): -0.0403 / -0.0109 Eh.



Entry 6:
# C12H27I2OP2SiTi

C12H27I2OP2SiTi as an isolated structure (the ωB97M-V functional and the def2-TZVPD basis, the OMol25 dataset).

Each line ends with the Mulliken spin population.
Element x y z (Å)
1 H 2.310547 -1.015716 -2.408113  0.000
2 C -0.426100 -1.227274 0.246054  0.007
3 O 2.199349 2.575930 0.005365  0.013
4 H -2.661212 0.246998 1.978658  0.000
5 H 0.233679 4.051110 1.867472  0.000
6 C -0.273314 -0.577535 -3.495786  -0.001
7 C -0.658038 -0.079548 -0.240069  -0.017
8 H -1.095517 3.740443 3.034853  0.000
9 Si -0.197704 -2.962876 0.935177  0.000
10 H -1.458307 4.326738 1.366967  0.000
11 P 0.608156 0.630624 -2.483922  -0.010
12 H 1.285625 1.825981 2.405045  0.000
13 H 2.220150 2.368096 -3.069201  0.000
14 I -0.956367 4.444891 -1.910473  -0.070
15 H 2.866099 0.481539 -1.528407  0.000
16 H -1.468372 -3.747762 -1.061842  0.000
17 C 1.439023 1.798535 -3.592635  -0.001
18 H -2.575862 -2.812712 1.671945  0.000
19 C -2.524160 1.328567 2.109779  -0.001
20 H -2.542062 1.593682 3.172806  0.000
21 C -1.626573 -3.106977 2.145212  0.000
22 H -1.504776 -2.523417 3.069670  0.000
23 H 0.274939 -4.026624 -1.322756  0.000
24 Ti -0.743465 1.971695 -0.968784  0.177
25 H 0.437255 -0.929688 -4.252066  0.000
26 H -1.698540 -4.169907 2.412773  0.000
27 H 2.257828 -3.614352 1.159288  0.000
28 H -0.690028 -1.424006 -2.933924  0.000
29 H -1.106001 -0.059323 -3.984487  0.001
30 C 0.388834 1.180091 2.351172  -0.001
31 H 0.596425 0.212379 1.878752  0.001
32 C 2.023382 -0.209297 -1.719663  -0.001
33 C -0.800945 3.695538 1.976592  0.000
34 H 1.895158 1.211154 -4.402287  0.000
35 I 1.867195 6.291953 -1.399080  0.905
36 H 1.137095 -4.652602 2.053164  0.000
37 H 0.701095 2.501050 -3.997544  0.000
38 H -3.343940 1.834992 1.588005  0.001
39 H -0.641742 -5.063995 -0.198272  0.000
40 C 1.099250 2.408041 -0.378855  0.006
41 H 1.627518 -3.085053 2.712685  0.000
42 C -0.526984 -4.036648 -0.569932  0.000
43 P -0.971850 1.971008 1.450423  -0.010
44 C 1.353128 -3.604399 1.783532  0.000
45 H -0.003830 0.946512 3.350261  0.000
46 H 1.673957 -0.707837 -0.807550  0.001

Force components x, y, z for each atom (eV/Å):
0.26 0.33 0.04
-0.22 3.21 -1.18
-5.57 -0.70 -2.00
0.35 0.32 -0.02
-0.29 -0.19 -0.01
-0.59 0.15 -0.07
-0.01 -1.32 0.46
0.11 0.23 -0.23
-0.63 -1.31 0.19
0.10 0.02 0.35
1.81 -0.01 0.17
-0.56 -0.39 0.06
-0.26 -0.21 -0.06
-0.01 -1.15 0.40
-0.46 -0.46 -0.17
0.24 -0.13 0.13
-0.26 0.01 -0.57
0.23 -0.13 0.15
-0.45 0.03 -0.39
-0.07 -0.01 -0.14
-0.09 0.12 -0.16
0.05 -0.19 -0.25
-0.16 -0.01 0.27
-3.03 -1.46 -0.77
-0.14 0.06 0.06
-0.07 0.22 0.07
-0.31 -0.02 0.03
0.32 0.35 0.06
0.12 -0.18 -0.16
-0.04 -0.54 0.22
0.22 0.45 0.21
-0.02 -0.56 0.15
-0.55 0.25 0.16
-0.02 0.32 0.09
0.05 -0.06 0.04
-0.10 0.35 -0.16
0.30 -0.14 -0.14
-0.04 -0.04 0.26
0.04 0.14 -0.20
7.41 1.11 2.59
-0.21 -0.09 -0.20
-0.14 0.16 -0.03
1.46 0.27 1.01
0.51 0.61 0.00
0.31 0.30 -0.02
0.39 0.30 -0.22

For the energy, the calculation gives -2965.10491 Eh. As for the charge: +2. Its spin multiplicity is 2. For the HOMO energy (alpha / beta), the calculation gives -15.0 / -14.8 eV. As for the LUMO energy (alpha / beta): -0.3452 / -0.3429 Eh.



Question: What is the formula in the sixth record?
Answer: C12H27I2OP2SiTi



Please write out number 2 again, unchanged.
# C3H8NO3

A 2-piece molecular cluster, C3H8NO3 overall (the ωB97M-V functional and the def2-TZVPD basis, the OMol25 dataset).

Each line ends with the natural charge from an NBO analysis.
Element x y z (Å)
1 H -0.767316 -0.140064 1.844655  0.443
2 H 2.893533 -0.008729 1.592971  0.163
3 O -0.195235 -0.854050 -2.527502  -0.664
4 H -0.446877 1.436725 1.499888  0.452
5 H -2.155090 -1.399357 -2.786413  0.139
6 C 1.851527 0.299916 1.764479  0.417
7 O -1.837409 -0.088979 -1.269316  -0.631
8 N -0.471762 0.495759 1.102734  -0.679
9 H -1.173195 0.456919 0.343781  0.482
10 H 0.861097 -0.932988 0.297072  0.253
11 C -1.477290 -0.783737 -2.179117  0.677
12 C 0.876586 0.106083 0.623656  -0.341
13 H 1.147340 0.715955 -0.238898  0.263
14 H -0.085516 -1.441272 -3.290211  0.511
15 O 1.492103 0.800456 2.789722  -0.485

Force components x, y, z for each atom (eV/Å):
-0.04 0.15 0.13
-0.03 -0.06 -0.06
0.00 -0.11 -0.01
0.02 -0.03 0.15
-0.06 0.11 0.07
0.29 0.13 -0.16
-0.05 -0.01 0.34
-0.23 -0.01 0.01
0.14 -0.10 -0.32
-0.06 -0.01 -0.02
0.03 -0.05 -0.31
0.09 -0.13 -0.13
-0.01 0.02 0.03
0.08 0.05 0.02
-0.17 0.05 0.26

For the energy, the calculation gives -399.34241 Eh. As for the charge: +1. For the relative energy (zero: lowest compared OMol25 entry of this formula, charge and spin), the calculation gives 5.55 kcal per mole. For the HOMO energy, the calculation gives -14.8 eV. As for the LUMO energy: -0.1183 Eh.



Question: The highest energy belongs to which entry?
Answer: C3H8NO3



Question: Which value of energy does entry 2 give?
Answer: -399.34241 Eh